1.
A molecular structure, C8H28InN14O10 at a distorted geometry. Source: the OMol25 dataset; level of theory: the ωB97M-V functional and the def2-TZVPD basis.

Structure (XYZ):
```
61
Properties=species:S:1:pos:R:3:nbo_charge:R:1
O 1.160 -3.079 6.243 -0.634
H 3.738 0.992 -0.921 0.354
N -1.394 -0.563 -3.949 -0.818
N -4.678 4.898 -4.107 -0.821
C -4.218 4.152 -3.117 0.754
N -0.629 -1.821 5.340 -0.838
H 4.119 3.802 5.598 0.395
H -2.682 3.614 -4.291 0.396
N 3.028 2.622 3.936 -0.849
In -3.641 3.877 2.567 0.996
O -1.608 1.036 -0.128 -0.339
C 2.284 3.496 4.648 0.771
H 2.449 2.088 3.303 0.387
H 2.079 -2.645 4.095 0.421
N -3.170 3.474 -3.417 -0.809
N 4.520 -0.503 0.486 -0.803
O 1.113 3.757 4.583 -0.681
H -3.014 -2.145 -0.227 0.359
N -3.611 -2.933 -0.020 -0.834
H 3.554 -0.472 0.192 0.366
C -0.705 0.617 0.667 0.881
H 5.219 1.567 -1.648 0.422
O 0.273 0.082 0.206 -0.354
O -0.111 -0.472 -5.832 -0.635
O -4.698 4.133 -1.993 -0.721
H -2.737 2.957 -2.665 0.398
N -5.151 -1.452 -0.607 -0.838
C 1.476 -4.417 -2.345 0.733
N 1.202 -2.152 4.187 -0.850
H 2.169 -4.099 -3.969 0.428
H 2.156 -2.627 -2.927 0.393
H -4.414 -0.776 -0.743 0.376
H -1.192 -1.683 6.166 0.420
H -2.285 -0.809 -4.357 0.423
H 1.463 0.384 -4.187 0.412
H 1.037 -4.672 -0.449 0.420
H -6.119 -1.207 -0.760 0.419
O -0.879 0.758 1.886 -0.343
O 6.569 0.264 0.176 -0.650
N 0.599 0.107 -3.743 -0.864
N 1.277 -3.965 -1.129 -0.809
O 1.127 -5.580 -2.665 -0.636
N 2.112 -3.625 -3.079 -0.801
O -5.695 -3.622 -0.162 -0.638
H 4.021 2.510 4.086 0.406
H 4.873 -1.205 1.120 0.420
H -1.269 -0.281 -2.988 0.361
C -4.882 -2.713 -0.316 0.747
N 4.746 1.054 -0.918 -0.823
H 1.472 -3.006 -0.878 0.371
C 5.327 0.378 0.052 0.730
H -5.526 5.441 -4.031 0.416
C -0.290 -0.345 -4.616 0.749
H -3.405 -3.736 0.556 0.428
H 2.790 4.800 5.978 0.395
H -0.599 -1.225 4.525 0.365
H 0.688 -1.688 3.452 0.369
C 0.595 -2.412 5.360 0.761
N 3.122 3.954 5.538 -0.824
H -4.235 4.907 -5.015 0.389
H 0.482 0.209 -2.745 0.378
```

Values from the calculation:
* E_LUMO: -9.6 eV
* max |F|: 0.14123 Eh/bohr
* net charge: +1
* electronic energy: -2030.42198 a.u.
* E_HOMO: -11.8 eV

2.
15 unconnected molecules or ions with the total composition C5H41NO15 at a distorted geometry. Source: the OMol25 dataset; level of theory: the ωB97M-V functional and the def2-TZVPD basis.

Structure (XYZ):
```
62
Properties=species:S:1:pos:R:3:nbo_charge:R:1
O 1.410 -0.278 1.150 -0.731
O 4.892 1.983 -1.580 -0.922
H -1.585 -1.417 3.430 0.479
O 2.066 1.853 3.482 -0.967
H 0.412 -0.847 -1.141 0.384
H -1.032 -2.878 1.005 0.504
O 4.020 3.094 1.884 -0.975
H 4.711 1.323 -2.249 0.459
H -2.511 2.154 -4.241 0.457
H 0.238 1.499 -0.984 0.190
H 3.131 0.888 0.722 0.188
O -2.568 1.574 -1.104 -0.946
O -1.955 -0.709 3.974 -0.946
N 1.289 -0.788 -1.634 -0.869
H 3.582 2.553 2.562 0.503
C 1.041 4.063 -0.866 -0.600
H 1.785 -1.651 -1.780 0.362
H 3.441 3.804 1.607 0.462
H 0.693 0.361 1.137 0.464
H 4.101 2.016 -1.035 0.465
H 1.039 4.222 -1.939 0.212
H -1.012 -1.115 -2.755 0.497
H -1.014 0.902 2.111 0.488
H -1.251 -1.329 -4.152 0.499
H -4.444 1.919 0.479 0.457
H -0.104 -5.226 0.184 0.486
C 1.772 2.789 -0.413 -0.409
H 1.520 2.680 0.642 0.209
O -4.262 1.549 1.342 -0.930
H -1.165 -3.887 3.212 0.488
H -3.099 -2.285 -2.257 0.486
H 2.836 2.952 -0.547 0.186
O -1.937 1.760 -3.575 -0.963
H 1.358 1.738 -2.324 0.225
H -3.429 1.233 -0.905 0.473
H -2.072 1.260 -0.339 0.490
O -1.318 -1.833 -3.328 -0.976
H -0.866 -3.439 -2.535 0.507
H 1.468 4.937 -0.372 0.203
H -2.332 2.117 -2.758 0.491
H 3.031 0.402 -1.742 0.184
O 0.206 -4.833 1.004 -0.961
H 1.024 -4.357 0.842 0.477
O -0.483 -4.133 -1.970 -0.964
O -4.029 -2.411 -2.032 -0.954
C 1.312 1.603 -1.242 -0.420
O -1.178 -2.465 0.134 -1.025
H 0.278 -3.697 -1.598 0.464
C 2.496 0.078 0.343 -0.094
O -0.772 1.762 2.447 -0.988
O -1.664 -3.444 2.519 -0.952
H -2.126 -1.209 4.767 0.464
H -1.447 2.285 2.868 0.502
C 2.135 0.284 -1.148 -0.067
H 1.719 1.055 3.068 0.494
H -1.135 -3.129 -0.559 0.471
H -4.072 -3.202 -1.498 0.464
H 1.347 2.485 3.528 0.486
H -2.320 -4.072 2.206 0.492
H 0.032 4.047 -0.444 0.203
H 3.157 -0.798 0.403 0.170
H -5.144 1.252 1.599 0.474
```

Values from the calculation:
* E_LUMO: 0.0 eV
* max |F|: 0.06089 Eh/bohr
* electronic energy: -1398.40296 a.u.
* E_HOMO: -9.2 eV

3.
A single C5H5Cl2N3O2 molecule at a distorted geometry. Source: the OMol25 dataset; level of theory: the ωB97M-V functional and the def2-TZVPD basis.

Structure (XYZ):
```
17
Properties=species:S:1:pos:R:3:nbo_charge:R:1
H 0.483 -0.013 -2.654 0.260
N -0.472 -1.910 -0.896 0.519
O -1.064 -2.680 -0.226 -0.354
H 0.247 -1.629 1.815 0.230
Cl -1.806 -0.711 2.106 0.022
Cl 0.660 0.430 3.785 0.137
C -0.044 -0.652 -0.315 0.017
C -0.029 0.872 -2.248 -0.658
N 0.484 0.422 1.988 -0.406
C 0.037 0.585 -0.806 0.207
H -1.152 0.808 -2.477 0.237
O -0.133 -2.074 -2.047 -0.396
H 0.455 1.783 -2.530 0.242
C 0.684 1.555 1.237 0.332
N 0.486 1.641 -0.035 -0.505
C -0.215 -0.699 1.543 -0.098
H 1.378 2.272 1.759 0.214
```

Values from the calculation:
* E_LUMO: -0.7 eV
* max |F|: 0.11316 Eh/bohr
* electronic energy: -1428.44708 a.u.
* E_HOMO: -9.5 eV
* structure (SMILES): CC1=C([N+](=O)[O-])[C@H](Cl)N(Cl)C=N1

- The highest electronic energy belongs to which entry?
  C5H41NO15